Computed, not measured: C2H4N2O as an isolated structure in a non-equilibrium geometry, with ωB97M-V/def2-TZVPD.

## Properties
- LUMO level (eV) = 0.9
- energy relative to the best compared isomer or geometry (same formula, charge and spin) (kcal per mole) = 101.8
- calculated total energy (Ha) = -263.201065
- orbital gap (eV) = 9.96
- net charge = 0
- HOMO (eV) = -9.034

Geometry (Å):
C  0.719526  0.895243  0.233226
C  0.854678  -0.513866  -0.083089
O  -1.824045  -0.773412  -0.254756
N  -0.705461  -0.070762  -0.729411
N  -0.536961  1.098080  -0.058989
H  -2.197167  -0.202110  0.439819
H  1.472684  1.639626  0.475449
H  0.538957  -1.212963  0.684486
H  1.677788  -0.859837  -0.706735

Force components x, y, z for each atom (eV/Å):
-0.23 0.77 0.04
-1.72 -0.09 -0.60
0.01 0.25 0.08
1.37 -1.75 -0.27
0.85 1.08 0.82
0.12 -0.20 -0.04
-0.32 0.04 0.06
0.14 0.05 -0.01
-0.21 -0.14 -0.08

Partial atomic charges computed with the natural (NBO) method, in multiples of e: -0.007 -0.321 -0.564 0.058 -0.275 0.465 0.200 0.231 0.213